Entry 1:
The following is a quantum chemistry calculation of C7H9F2I in the gas phase at a distorted geometry, from the OMol25 dataset.

Cartesian coordinates (Å):
C1 0.359 1.858 1.048
C2 0.382 0.289 0.825
C3 1.612 0.047 -0.103
C4 1.253 -0.235 -1.340
I1 2.597 -0.544 -2.935
C5 -0.244 -0.402 -1.431
F1 -0.527 -1.591 -1.937
F2 -0.810 0.490 -2.276
C6 -0.792 -0.165 0.065
C7 -1.531 -1.448 0.590
H1 -0.019 2.290 0.038
H2 1.314 2.270 1.224
H3 -0.135 2.164 1.876
H4 0.647 -0.106 1.877
H5 2.671 -0.187 0.228
H6 -1.441 0.669 0.017
H7 -2.336 -1.223 1.254
H8 -0.997 -2.175 1.160
H9 -2.002 -2.003 -0.180

As for the HOMO-LUMO gap: 9.71 eV. The calculation puts the HOMO energy at -9.2 eV. Its SMILES is C[C@@H]1C=C(I)C(F)(F)[C@H]1C.

Mulliken population analysis, charges in e, atoms 1 to 4: -1.528, 0.393, -0.352, -0.781

=====

Entry 2:
The following is a quantum chemistry calculation of a 2-piece molecular cluster, C7H9FN2O overall at a distorted geometry, from the OMol25 dataset.

Cartesian coordinates (Å):
C1 3.249 0.433 0.846
C2 2.267 -0.543 0.701
C3 3.237 1.136 -0.327
C4 1.688 -0.464 -0.594
C5 -1.253 0.443 -0.742
C6 -3.327 -0.129 0.530
C7 0.741 -1.293 -1.198
N1 2.267 0.625 -1.193
N2 -2.033 -0.379 -0.160
O1 -0.975 1.541 -1.149
F1 0.215 -2.263 -0.376
H1 3.487 0.645 1.862
H2 1.826 -1.292 1.338
H3 3.937 1.961 -0.480
H4 -4.019 0.439 -0.160
H5 -3.894 -1.062 0.581
H6 -3.094 0.277 1.582
H7 0.313 -1.455 -2.194
H8 1.903 1.095 -1.982
H9 -1.776 -1.315 -0.157

As for the HOMO-LUMO gap (alpha / beta): 7.12 / 6.92 eV. The calculation puts the HOMO energy (alpha / beta) at -6.5 / -6.5 eV.

Mulliken population analysis, charges in e, atoms 1 to 4: -0.685, -0.344, -0.411, 0.450

=====

Entry 3:
The following is a quantum chemistry calculation of C7H9I2O5S as an isolated structure at a distorted geometry, from the OMol25 dataset.

Cartesian coordinates (Å):
C1 0.354 0.512 -2.103
C2 1.621 -0.321 2.239
C3 0.447 0.421 2.688
C4 1.886 0.139 0.805
C5 -0.484 0.422 1.438
C6 0.506 0.634 0.283
C7 -2.276 -0.140 -1.558
O1 -0.737 -2.314 -2.061
O2 1.037 1.534 -2.247
O3 -0.118 -0.104 -3.131
O4 -2.028 -1.589 -3.965
O5 0.179 -0.059 -0.932
S1 -1.439 -1.255 -2.696
I1 -3.343 1.184 -2.854
I2 -3.599 -1.695 -0.906
H1 2.454 -0.225 3.060
H2 1.514 -1.456 2.238
H3 -0.078 0.280 3.592
H4 0.767 1.492 2.709
H5 2.762 0.856 0.673
H6 2.184 -0.618 0.154
H7 -0.991 -0.516 1.371
H8 -1.301 1.042 1.342
H9 0.685 1.775 -0.140

As for the HOMO-LUMO gap: 7.16 eV. The net charge is -1. The calculation puts the HOMO energy at -4.5 eV.

Mulliken population analysis, charges in e, atoms 1 to 4: 0.943, -0.460, -0.678, -0.913